# 1
Entry from the Open Molecules 2025 dataset: 3 unconnected molecules or ions with the total composition C18H37F7O6SSi (ωB97M-V/def2-TZVPD).

The geometry in ORCA input format:
```
! RIJCOSX wB97M-V def2-TZVPD def2/J DEFGRID3
* xyz 0 1
C -1.994 -2.522 1.536
C -0.722 -2.145 0.753
S 0.680 -2.019 1.881
C 2.054 -2.147 0.706
Si 2.179 -0.678 -0.477
C 1.689 -1.337 -2.242
F 2.260 -2.587 -2.397
F 0.325 -1.524 -2.282
C 2.123 -0.473 -3.473
F 2.987 0.487 -3.019
F 2.771 -1.206 -4.392
C 0.980 0.296 -4.188
F 0.023 -0.510 -4.636
F 0.444 1.176 -3.339
F 1.481 0.957 -5.229
H -2.259 -3.566 1.342
H -2.832 -1.892 1.235
H -1.841 -2.428 2.615
H -0.866 -1.196 0.226
H -0.501 -2.898 -0.010
H 1.978 -3.098 0.169
H 2.973 -2.167 1.299
H 1.180 0.339 -0.105
H 3.548 -0.139 -0.465
C -0.608 3.049 -6.248
O -1.612 4.014 -6.480
C -2.909 3.623 -6.069
C -3.675 4.766 -5.441
O -3.221 5.165 -4.161
C -1.997 5.868 -4.051
C -2.048 7.316 -4.484
O -2.213 7.453 -5.884
C -3.163 8.419 -6.275
H -0.620 2.270 -7.018
H 0.353 3.561 -6.283
H -0.724 2.591 -5.263
H -2.856 2.792 -5.357
H -3.473 3.282 -6.948
H -4.690 4.400 -5.267
H -3.745 5.611 -6.129
H -1.180 5.341 -4.547
H -1.779 5.874 -2.979
H -1.099 7.787 -4.195
H -2.857 7.824 -3.948
H -4.071 8.359 -5.665
H -3.428 8.216 -7.312
H -2.754 9.433 -6.209
C 1.895 -7.211 7.152
O 2.347 -5.930 6.778
C 2.316 -5.673 5.386
C 1.885 -4.258 5.074
O 0.519 -3.974 5.317
C 0.059 -3.880 6.651
C 0.443 -2.605 7.370
O 1.831 -2.542 7.646
C 2.433 -1.300 7.362
H 2.669 -7.971 6.995
H 1.650 -7.176 8.213
H 0.995 -7.497 6.596
H 1.644 -6.374 4.878
H 3.327 -5.813 4.979
H 2.001 -4.125 3.995
H 2.540 -3.532 5.563
H 0.330 -4.758 7.240
H -1.032 -3.867 6.565
H -0.106 -2.575 8.320
H 0.131 -1.745 6.767
H 2.094 -0.900 6.401
H 3.509 -1.462 7.309
H 2.227 -0.565 8.148
*
```

Summary:
ΔE to the lowest compared entry with this formula, charge and spin = 22.0 kJ/mol
SMILES = CCSC[SiH2]C(F)(F)C(F)(F)C(F)(F)F.COCCOCCOC.COCCOCCOC
E = -2546.08549 a.u.
Max |F| = 0.6 eV/Å

---

# 2
Entry from the Open Molecules 2025 dataset: a molecular structure, C18H37IrOPS4 (ωB97M-V/def2-TZVPD).

The geometry in ORCA input format:
```
! RIJCOSX wB97M-V def2-TZVPD def2/J DEFGRID3
* xyz 3 1
Ir 1.034 -1.096 -0.430
C 1.513 1.155 -2.715
C 2.880 0.596 -2.361
S 2.890 0.220 -0.574
C 4.189 -1.055 -0.406
C 3.912 -1.856 0.856
S 2.207 -2.488 1.030
C 2.065 -4.090 0.162
C 2.278 -4.130 -1.351
S 1.855 -2.563 -2.182
C 0.293 -2.653 -3.099
C 0.072 -1.236 -3.627
S 0.106 0.063 -2.302
H 1.448 1.428 -3.769
H 1.305 2.060 -2.140
H 3.652 1.348 -2.542
H 3.131 -0.307 -2.914
H 5.143 -0.531 -0.309
H 4.213 -1.651 -1.316
H 4.016 -1.218 1.738
H 4.617 -2.678 0.978
H 1.046 -4.388 0.422
H 2.730 -4.786 0.676
H 1.696 -4.935 -1.800
H 3.322 -4.305 -1.607
H -0.527 -2.973 -2.454
H 0.387 -3.355 -3.927
H -0.912 -1.156 -4.086
H 0.816 -0.958 -4.374
O 0.293 -0.700 2.311
C 0.045 -0.250 1.231
C -3.019 2.514 2.825
C -2.156 1.236 2.814
C -1.195 1.258 4.007
P -1.420 1.001 1.154
C -0.630 2.462 0.405
C 0.315 3.135 1.405
C -1.601 3.450 -0.249
C -2.605 0.181 0.025
C -4.011 0.793 0.049
C -2.671 -1.321 0.322
H -3.575 2.526 3.763
H -3.743 2.570 2.017
H -2.395 3.407 2.810
H -2.817 0.365 2.903
H -0.569 2.149 3.999
H -0.566 0.378 4.075
H -1.805 1.300 4.909
H -0.023 2.003 -0.389
H -0.237 3.636 2.198
H 0.895 3.899 0.886
H 1.015 2.435 1.867
H -2.291 3.881 0.474
H -2.176 2.994 -1.055
H -1.026 4.273 -0.675
H -2.179 0.328 -0.970
H -4.507 0.595 0.999
H -4.608 0.323 -0.732
H -4.015 1.866 -0.133
H -3.135 -1.527 1.287
H -1.683 -1.810 0.324
H -3.281 -1.810 -0.439
*
```

Summary:
ΔE to the lowest compared entry with this formula, charge and spin = 61.6 kJ/mol
E = -2820.78397 a.u.
Max |F| = 0.6 eV/Å

---

# 3
Entry from the Open Molecules 2025 dataset: 5 unconnected molecules or ions with the total composition C18H37N2O10 (ωB97M-V/def2-TZVPD).

The geometry in ORCA input format:
```
! RIJCOSX wB97M-V def2-TZVPD def2/J DEFGRID3
* xyz -2 2
O 0.384 0.162 -1.588
H 1.065 -0.246 -2.129
H 0.220 -0.439 -0.858
H -0.370 0.462 -2.101
C -1.113 -2.575 2.115
C -0.349 -1.844 1.101
C 0.730 -2.728 0.335
O 1.336 -2.258 -0.634
C 1.133 -4.042 0.923
C 0.366 -4.576 1.900
C -0.808 -3.800 2.528
O -1.525 -4.302 3.478
O 0.720 -5.737 2.247
O -0.710 -0.685 0.757
H -1.933 -2.085 2.620
H 1.939 -4.659 0.554
O -0.873 1.777 -3.128
H -1.693 2.242 -2.962
H -0.673 1.962 -4.045
C 0.032 3.609 0.305
O -0.432 3.290 1.633
C -1.318 4.221 2.228
C -2.351 3.481 3.057
N -1.882 2.711 4.249
C -2.848 1.642 4.663
C -2.353 0.894 5.956
O -0.999 0.356 5.956
C -0.608 -0.479 4.815
H 0.928 4.229 0.315
H -0.798 3.975 -0.299
H 0.372 2.751 -0.276
H -1.820 4.867 1.508
H -0.803 4.884 2.924
H -2.810 2.804 2.337
H -3.139 4.083 3.511
H -1.083 2.195 3.910
H -2.804 0.860 3.904
H -3.821 2.084 4.874
H -3.042 0.079 6.177
H -2.537 1.644 6.724
H 0.427 -0.757 5.018
H -0.681 0.097 3.893
H -1.179 -1.405 4.758
C -2.072 -2.070 -2.640
O -0.966 -1.382 -3.142
C -0.229 -2.212 -4.061
C 1.095 -1.622 -4.478
N 1.910 -1.210 -3.312
C 3.329 -1.041 -3.553
C 3.997 0.156 -2.619
O 3.335 1.455 -2.572
C 3.591 2.224 -3.734
H -2.444 -2.880 -3.267
H -2.833 -1.335 -2.378
H -1.638 -2.598 -1.791
H -0.842 -2.413 -4.939
H -0.060 -3.207 -3.649
H 0.807 -0.752 -5.068
H 1.672 -2.291 -5.117
H 1.785 -1.883 -2.569
H 3.564 -0.986 -4.615
H 3.767 -1.988 -3.237
H 5.050 0.256 -2.881
H 3.898 -0.230 -1.604
H 2.752 2.873 -3.986
H 3.745 1.663 -4.656
H 4.494 2.725 -3.383
*
```

Summary:
E = -1569.71374 a.u.
Max |F| = 5.8 eV/Å
Expectation value of S² = 0.751

---

# 4
Entry from the Open Molecules 2025 dataset: a molecular structure, C18H38BaN6O3SSi4 (ωB97M-V/def2-TZVPD).

The geometry in ORCA input format:
```
! RIJCOSX wB97M-V def2-TZVPD def2/J DEFGRID3
* xyz 0 1
Ba -0.587 -0.774 -1.488
N -3.530 -0.710 3.018
C -3.470 -1.382 1.857
N -4.595 -1.632 1.200
C -4.449 -2.348 0.090
N -5.453 -2.503 -0.784
N -3.304 -2.931 -0.272
C -2.239 -2.392 0.299
N -2.240 -1.690 1.421
C -1.212 -2.949 -1.610
C -1.790 -4.266 -1.886
C -2.012 -4.432 -3.203
C -1.426 -3.487 -4.101
C -0.405 -2.715 -3.620
N -0.111 -2.570 -2.348
H -4.402 -0.268 3.254
H -2.656 -0.320 3.338
H -6.269 -1.937 -0.634
H -5.079 -2.579 -1.748
H -2.102 -4.916 -1.090
H -2.553 -5.280 -3.597
H -1.659 -3.478 -5.158
H 0.239 -2.186 -4.317
C 1.468 2.982 3.551
Si 0.434 1.746 2.416
C 0.040 0.241 3.587
C -1.314 2.563 2.138
Si 0.790 0.781 0.012
Si 3.189 0.060 0.909
C 4.862 0.482 1.877
C 3.854 -0.546 -0.823
C 2.606 -1.587 1.766
Si 1.958 3.068 -0.325
C 0.714 4.574 -0.164
C 3.681 3.836 0.248
C 2.031 2.871 -2.276
H 0.948 3.264 4.461
H 1.715 3.885 3.004
H 2.404 2.522 3.845
H -0.720 0.465 4.327
H 0.907 -0.120 4.125
H -0.318 -0.562 2.941
H -1.972 2.544 3.000
H -1.780 1.992 1.327
H -1.241 3.593 1.815
H 5.400 1.305 1.419
H 5.515 -0.388 1.854
H 4.696 0.733 2.919
H 4.854 -0.218 -1.080
H 3.153 -0.196 -1.596
H 3.853 -1.633 -0.843
H 3.350 -2.377 1.746
H 1.722 -1.910 1.194
H 2.311 -1.454 2.799
H 0.641 4.967 0.842
H -0.268 4.191 -0.439
H 0.949 5.402 -0.824
H 3.919 3.507 1.252
H 3.693 4.920 0.235
H 4.475 3.486 -0.399
H 1.027 2.521 -2.581
H 2.752 2.100 -2.544
H 2.277 3.768 -2.834
C -1.847 -0.728 -3.498
S -2.606 -1.780 -2.277
O -3.848 -2.243 -2.862
O -2.630 -0.680 -1.236
O -1.068 -2.534 -0.291
H -2.383 0.223 -3.474
H -2.092 -1.205 -4.443
H -0.795 -0.687 -3.418
*
```

Summary:
ΔE to the lowest compared entry with this formula, charge and spin = 1620.6 kJ/mol
E = -2844.15851 a.u.
Max |F| = 18.6 eV/Å

---

# 5
Entry from the Open Molecules 2025 dataset: a molecular structure, C18H38BaOP2 (ωB97M-V/def2-TZVPD).

The geometry in ORCA input format:
```
! RIJCOSX wB97M-V def2-TZVPD def2/J DEFGRID3
* xyz 0 1
P 2.749 1.065 -0.376
P -0.014 -1.236 -3.118
C 2.695 -0.245 -1.722
C 1.423 -0.111 -2.573
H 3.112 -1.300 -1.552
H 3.533 0.152 -2.337
H 0.857 0.700 -2.042
H 1.757 0.353 -3.533
C 0.362 -3.013 -2.664
H -0.338 -3.425 -1.924
H 1.397 -3.126 -2.291
H 0.333 -3.664 -3.555
C 0.394 -1.425 -4.893
H 0.932 -2.355 -5.118
H 0.986 -0.547 -5.178
H -0.571 -1.417 -5.419
C 3.914 0.594 0.904
H 3.898 1.347 1.698
H 4.940 0.562 0.525
H 3.741 -0.377 1.429
C 2.930 2.782 -0.880
H 2.274 2.986 -1.741
H 3.980 3.024 -1.067
H 2.533 3.391 -0.063
Ba 1.859 -2.431 0.146
C 3.569 -2.897 -2.681
C 3.544 -3.825 -1.678
C 4.813 -4.407 -1.139
C 5.883 -3.360 -0.733
C 5.288 -2.044 -0.408
C 5.366 -1.041 -1.289
C 5.456 -1.162 -2.796
C 4.780 -2.416 -3.399
C 1.105 1.275 0.373
H 2.677 -2.536 -3.201
H 2.716 -4.544 -1.640
H 5.274 -5.070 -1.889
H 4.577 -5.050 -0.272
H 6.405 -3.763 0.142
H 6.663 -3.243 -1.508
H 4.985 -1.901 0.640
H 5.494 -0.010 -0.945
H 6.507 -1.183 -3.123
H 5.026 -0.260 -3.272
H 4.465 -2.169 -4.429
H 5.492 -3.242 -3.511
H 0.217 1.098 -0.288
H 1.088 2.305 0.732
H 1.068 0.628 1.275
C -2.652 -1.054 1.819
C -1.793 -1.087 0.571
C -2.150 0.156 -0.224
O -0.434 -1.404 0.724
H -2.331 -0.296 2.539
H -2.618 -2.035 2.293
H -3.680 -0.773 1.563
H -2.155 -1.948 -0.010
H -1.761 1.080 0.237
H -1.813 0.054 -1.263
H -3.241 0.279 -0.227
*
```

Summary:
ΔE to the lowest compared entry with this formula, charge and spin = 402.0 kJ/mol
E = -1491.74555 a.u.
Max |F| = 2.7 eV/Å

---

# 6
Entry from the Open Molecules 2025 dataset: a molecular structure, C18H38BrNaO2P2 (ωB97M-V/def2-TZVPD).

The geometry in ORCA input format:
```
! RIJCOSX wB97M-V def2-TZVPD def2/J DEFGRID3
* xyz 0 1
C 3.778 -2.675 3.010
C 4.932 -2.167 2.072
P 4.476 -0.554 1.243
C 3.727 0.427 2.649
P 2.968 -1.182 -0.289
O 3.157 0.252 -1.295
C 1.854 0.835 -1.353
C 1.985 2.198 -2.008
C 0.681 2.658 -2.733
C -0.304 1.502 -2.945
Br -2.070 2.209 -3.531
C 1.477 0.842 0.155
C 0.189 1.592 0.593
C -0.762 0.725 1.430
C -2.165 0.598 0.805
C -2.728 1.954 0.322
C -3.153 0.022 1.860
C -3.609 -1.371 1.405
C -4.359 -1.212 0.102
C -3.662 -1.271 -1.071
C -2.726 -2.450 -1.447
C -3.814 -0.047 -2.027
O 1.587 -0.494 0.538
H 3.883 -2.312 4.032
H 3.660 -3.759 2.949
H 2.843 -2.252 2.629
H 5.837 -2.026 2.665
H 5.083 -2.941 1.319
H 4.269 0.152 3.563
H 3.907 1.488 2.476
H 2.668 0.227 2.844
H 2.159 -1.812 -1.338
H 2.882 -2.482 0.377
H 4.122 -1.752 -0.983
H 1.292 0.065 -1.906
H 2.241 2.944 -1.249
H 2.809 2.216 -2.719
H 0.162 3.497 -2.267
H 0.961 3.005 -3.733
H -0.502 0.919 -2.048
H 0.000 0.821 -3.738
H 2.291 1.464 0.564
H 0.489 2.456 1.190
H -0.289 2.012 -0.293
H -0.900 1.173 2.420
H -0.369 -0.279 1.605
H -2.108 -0.082 -0.048
H -2.500 2.762 1.018
H -3.794 1.859 0.106
H -2.255 2.213 -0.632
H -4.016 0.687 1.960
H -2.717 -0.055 2.858
H -2.776 -2.076 1.343
H -4.284 -1.797 2.162
H -5.427 -1.008 0.072
H -1.760 -2.048 -1.832
H -2.486 -3.013 -0.549
H -3.150 -3.086 -2.225
H -3.986 -0.346 -3.106
H -2.880 0.579 -1.879
H -4.625 0.591 -1.685
Na -2.192 -0.397 -3.404
*
```

Summary:
ΔE to the lowest compared entry with this formula, charge and spin = 80.8 kJ/mol
E = -4277.90237 a.u.
Max |F| = 3.4 eV/Å

---

# 7
Entry from the Open Molecules 2025 dataset: a molecular structure, C18H38N2O2Rb (ωB97M-V/def2-TZVPD).

The geometry in ORCA input format:
```
! RIJCOSX wB97M-V def2-TZVPD def2/J DEFGRID3
* xyz 1 1
Rb 1.021 -20.506 17.238
C 2.186 -20.622 14.303
C 0.751 -20.676 13.855
C 0.529 -22.249 13.544
C -0.933 -22.579 13.404
C -1.777 -22.088 14.581
C -1.526 -20.663 15.027
N -0.071 -20.308 15.018
O 0.246 -19.148 15.766
C -2.292 -19.566 14.326
C -1.928 -20.539 16.530
C 0.484 -19.904 12.526
H 2.780 -21.133 13.545
H 2.321 -21.234 15.195
H 2.681 -19.660 14.437
H 0.959 -22.489 12.572
H 0.933 -22.926 14.297
H -1.106 -23.573 12.992
H -1.206 -22.026 12.504
H -1.400 -22.760 15.351
H -2.833 -22.329 14.457
H -2.181 -19.665 13.246
H -3.346 -19.453 14.581
H -1.841 -18.578 14.418
H -2.752 -21.149 16.899
H -1.156 -21.021 17.130
H -2.179 -19.514 16.803
H 0.551 -18.825 12.664
H -0.453 -20.133 12.018
H 1.392 -20.199 12.000
H -0.082 -18.465 15.177
C 2.268 -17.491 18.537
C 3.595 -18.119 18.117
C 4.226 -18.667 19.360
C 5.380 -19.743 19.045
C 4.720 -20.876 18.242
C 4.130 -20.448 16.957
N 3.216 -19.321 17.293
O 2.504 -18.968 16.095
C 5.250 -20.089 15.946
C 3.282 -21.630 16.401
C 4.432 -17.062 17.476
H 2.069 -17.326 19.595
H 1.399 -17.972 18.088
H 2.151 -16.498 18.102
H 4.666 -17.909 20.009
H 3.537 -19.193 20.021
H 5.740 -20.157 19.987
H 6.214 -19.220 18.577
H 4.013 -21.470 18.822
H 5.272 -21.759 17.922
H 6.115 -19.608 16.402
H 5.598 -20.948 15.373
H 4.952 -19.382 15.171
H 2.856 -21.453 15.413
H 3.950 -22.485 16.305
H 2.492 -21.955 17.078
H 4.514 -16.300 18.251
H 3.839 -16.606 16.683
H 5.476 -17.311 17.286
H 3.199 -18.829 15.448
*
```

Summary:
ΔE to the lowest compared entry with this formula, charge and spin = 1098.8 kJ/mol
E = -992.06625 a.u.
Max |F| = 15.9 eV/Å